This record from the Open Molecules 2025 dataset describes a 13-piece molecular cluster, C39H91N13O13 overall in a non-equilibrium geometry. The level of theory is ωB97M-V/def2-TZVPD.

Calculated values
* ΔE to the lowest compared entry with this formula, charge and spin: 264.0 kcal/mol
* maximum force: 3.80 eV Å⁻¹
* HOMO level: -8.515 eV
* total energy: -3230.3982 Ha
* Kohn-Sham gap: 8.58 eV

Bonds (Å) are listed after each position.
Element x y z (Å)
1 O -2.91279 12.75786 -13.61065  C62 1.244
2 O -1.52635 25.36615 -14.71966  C50 1.259
3 O -0.74069 21.52649 -8.42363  C47 1.241
4 O -6.69224 22.50065 -14.31582  C56 1.247
5 O -2.96499 24.80489 -9.29921  C38 1.253
6 O -4.99823 20.59268 -8.09337  C33 1.259
7 O 3.49995 18.86507 -10.75190  C42 1.220
8 O -5.46027 21.74789 -18.28663  C46 1.227
9 O -4.40148 18.52475 -11.66352  C51 1.208
10 O -9.80425 24.03300 -8.06048  C29 1.234
11 O -8.71143 20.24932 -9.39259  C57 1.215
12 O -1.15648 18.95928 -15.65653  C32 1.245
13 O 0.24560 14.93837 -10.24307  C35 1.243
14 N -2.26702 24.42031 -16.64194  C43 1.447, C44 1.472, C50 1.292
15 N 1.76583 19.34599 -12.01375  C30 1.454, C42 1.338, C53 1.469
16 N -7.89180 24.03707 -9.30172  C29 1.321, C39 1.487, C41 1.484
17 N -5.99063 24.50402 -13.48977  C27 1.440, C45 1.501, C56 1.355
18 N -4.93489 19.65179 -5.88673  C33 1.358, C54 1.458, C59 1.473
19 N -0.43750 19.81463 -6.76251  C47 1.387, C49 1.503, C61 1.456
20 N -1.61535 25.10214 -11.14899  C38 1.343, C64 1.481, C65 1.462
21 N -1.46444 16.22490 -9.31368  C35 1.345, C40 1.470, C60 1.445
22 N -7.76264 18.15985 -9.15352  C31 1.508, C34 1.460, C57 1.361
23 N -0.83961 19.40290 -17.84602  C28 1.434, C32 1.349, C48 1.472
24 N -3.14045 15.01816 -13.78979  C37 1.505, C58 1.461, C62 1.339
25 N -5.45788 19.68677 -17.23650  C36 1.448, C46 1.367, C63 1.491
26 N -3.23897 20.38065 -12.01695  C51 1.359, C52 1.404, C55 1.498
27 C -4.89786 25.42417 -13.30828  N17 1.440, H73 1.090, H75 1.090, H134 1.090
28 C -1.89704 18.57451 -18.34683  N23 1.434, H72 1.090, H83 1.090, H130 1.090
29 C -8.78158 23.49238 -8.49135  O10 1.234, N16 1.321, H114 1.101
30 C 1.26629 20.38038 -11.12177  N15 1.454, H71 1.090, H98 1.090, H135 1.090
31 C -8.78047 17.69661 -8.14202  N22 1.508, H120 1.090, H125 1.090, H129 1.090
32 C -0.52867 19.56670 -16.54357  O12 1.245, N23 1.349, H132 1.101
33 C -4.98284 20.62300 -6.83463  O6 1.259, N18 1.358, H97 1.101
34 C -6.84485 17.15814 -9.68795  N22 1.460, H87 1.090, H122 1.090, H148 1.090
35 C -0.83651 15.08420 -9.65008  O13 1.243, N21 1.345, H99 1.101
36 C -4.67331 20.08538 -16.08607  N25 1.448, H77 1.090, H95 1.090, H102 1.090
37 C -3.29471 15.17083 -12.30082  N24 1.505, H67 1.090, H115 1.090, H150 1.090
38 C -2.00413 24.46944 -10.03039  O5 1.253, N20 1.343, H146 1.101
39 C -8.13762 25.45996 -9.65574  N16 1.487, H93 1.090, H111 1.090, H118 1.090
40 C -2.71147 16.08796 -8.54709  N21 1.470, H68 1.090, H126 1.090, H128 1.090
41 C -6.80907 23.32689 -10.02576  N16 1.484, H112 1.090, H133 1.090, H153 1.090
42 C 2.82341 18.57864 -11.72626  O7 1.220, N15 1.338, H147 1.101
43 C -2.30106 23.11274 -16.02295  N14 1.447, H88 1.090, H127 1.090, H145 1.090
44 C -3.00650 24.58415 -17.90450  N14 1.472, H80 1.090, H105 1.090, H116 1.090
45 C -7.27889 25.18537 -13.85069  N17 1.501, H91 1.090, H113 1.090, H151 1.090
46 C -5.83321 20.58240 -18.19923  O8 1.227, N25 1.367, H144 1.101
47 C -1.08503 20.82287 -7.46133  O3 1.241, N19 1.387, H84 1.101
48 C 0.03851 19.89769 -18.91925  N23 1.472, H79 1.090, H119 1.090, H155 1.090
49 C 0.90605 19.18818 -7.00900  N19 1.503, H74 1.090, H101 1.090, H104 1.090
50 C -1.89596 25.42671 -15.92158  O2 1.259, N14 1.292, H141 1.101
51 C -3.69907 19.16335 -12.41021  O9 1.208, N26 1.359, H106 1.101
52 C -3.70073 21.10315 -10.90494  N26 1.404, H90 1.090, H96 1.090, H123 1.090
53 C 1.13935 19.26973 -13.34059  N15 1.469, H109 1.090, H110 1.090, H143 1.090
54 C -4.72280 19.90146 -4.46584  N18 1.458, H137 1.090, H140 1.090, H142 1.090
55 C -2.25784 21.11572 -12.87730  N26 1.498, H121 1.090, H136 1.090, H156 1.090
56 C -5.83869 23.17448 -13.70554  O4 1.247, N17 1.355, H66 1.101
57 C -7.82819 19.44220 -9.60396  O11 1.215, N22 1.361, H154 1.101
58 C -3.56274 16.09353 -14.68449  N24 1.461, H78 1.090, H94 1.090, H117 1.090
59 C -5.08828 18.21929 -6.19578  N18 1.473, H85 1.090, H103 1.090, H149 1.090
60 C -1.06390 17.53024 -9.78631  N21 1.445, H70 1.090, H139 1.090, H152 1.090
61 C -1.14850 19.06351 -5.73805  N19 1.456, H89 1.090, H100 1.090, H108 1.090
62 C -3.07713 13.78120 -14.29777  O1 1.244, N24 1.339, H82 1.101
63 C -5.58114 18.22663 -17.51109  N25 1.491, H107 1.090, H131 1.090, H138 1.090
64 C -1.93209 26.52570 -11.40774  N20 1.481, H76 1.090, H86 1.090, H124 1.090
65 C -0.45271 24.62899 -11.89782  N20 1.462, H69 1.090, H81 1.090, H92 1.090
66 H -4.85280 22.80024 -13.38905  C56 1.101
67 H -2.81557 14.30365 -11.84638  C37 1.090
68 H -2.92052 15.17100 -7.99610  C40 1.090
69 H -0.69177 24.10197 -12.82151  C65 1.090
70 H -1.68854 17.81479 -10.63304  C60 1.090
71 H 1.61842 20.28603 -10.09454  C30 1.090
72 H -2.60803 19.29895 -18.74404  C28 1.090
73 H -3.92763 25.01532 -13.02615  C27 1.090
74 H 1.04814 18.15730 -7.33335  C49 1.090
75 H -4.69731 25.72819 -14.33563  C27 1.090
76 H -1.15906 27.19291 -11.02649  C64 1.090
77 H -4.45440 21.14961 -15.99888  C36 1.090
78 H -4.53653 16.48024 -14.38399  C58 1.090
79 H 0.79920 20.56484 -18.51383  C48 1.090
80 H -4.08786 24.62854 -17.77499  C44 1.090
81 H 0.30721 25.37386 -12.13398  C65 1.090
82 H -2.88280 13.96555 -15.36570  C62 1.101
83 H -1.49672 17.90863 -19.11132  C28 1.090
84 H -2.11342 20.99354 -7.10711  C47 1.101
85 H -4.28631 17.64580 -5.73097  C59 1.090
86 H -1.94443 26.56718 -12.49688  C64 1.090
87 H -6.16796 16.83705 -8.89624  C34 1.090
88 H -1.83770 23.09196 -15.03656  C43 1.090
89 H -2.10710 19.57223 -5.63616  C61 1.090
90 H -2.79174 21.33472 -10.34977  C52 1.090
91 H -6.98280 25.79289 -14.70587  C45 1.090
92 H -0.02288 23.85504 -11.26194  C65 1.090
93 H -8.13126 25.49582 -10.74513  C39 1.090
94 H -2.82082 16.89121 -14.64754  C58 1.090
95 H -5.16249 19.91373 -15.12725  C36 1.090
96 H -4.08077 22.08617 -11.18303  C52 1.090
97 H -4.88413 21.60883 -6.35442  C33 1.101
98 H 1.47226 21.36100 -11.55078  C30 1.090
99 H -1.45313 14.24049 -9.30349  C35 1.101
100 H -1.32804 18.09227 -6.19908  C61 1.090
101 H 1.39543 19.76238 -7.79570  C49 1.090
102 H -3.77602 19.46735 -16.11768  C36 1.090
103 H -5.25335 17.88965 -7.22154  C59 1.090
104 H 1.48806 19.14061 -6.08863  C49 1.090
105 H -2.85809 23.84798 -18.69452  C44 1.090
106 H -3.30591 18.96748 -13.41980  C51 1.101
107 H -6.01006 17.98746 -18.48419  C63 1.090
108 H -0.62142 18.97920 -4.78769  C61 1.090
109 H 1.50653 18.51111 -14.03180  C53 1.090
110 H 0.08135 19.04018 -13.21390  C53 1.090
111 H -9.07088 25.85904 -9.25842  C39 1.090
112 H -5.85566 23.84516 -9.92326  C41 1.090
113 H -7.71164 25.78514 -13.04999  C45 1.090
114 H -8.47385 22.47033 -8.22134  C29 1.101
115 H -4.35181 15.16110 -12.03521  C37 1.090
116 H -2.69138 25.59259 -18.17254  C44 1.090
117 H -3.64583 15.72588 -15.70724  C58 1.090
118 H -7.37516 26.15092 -9.29612  C39 1.090
119 H -0.43127 20.48298 -19.70972  C48 1.090
120 H -9.49529 17.00487 -8.58769  C31 1.090
121 H -2.54677 22.13974 -13.11396  C55 1.090
122 H -6.28770 17.40779 -10.59092  C34 1.090
123 H -4.33514 20.66099 -10.13674  C52 1.090
124 H -2.94168 26.76558 -11.07412  C64 1.090
125 H -9.36534 18.54770 -7.79319  C31 1.090
126 H -3.48725 16.14257 -9.31082  C40 1.090
127 H -3.34885 22.85693 -15.86544  C43 1.090
128 H -2.81703 16.99054 -7.94518  C40 1.090
129 H -8.32878 17.35021 -7.21246  C31 1.090
130 H -2.31421 18.02738 -17.50142  C28 1.090
131 H -6.28892 17.89484 -16.75144  C63 1.090
132 H 0.35079 20.22264 -16.45139  C32 1.101
133 H -7.01245 23.41931 -11.09262  C41 1.090
134 H -5.28921 26.19985 -12.65006  C27 1.090
135 H 0.19751 20.30377 -10.92192  C30 1.090
136 H -2.02177 20.56446 -13.78751  C55 1.090
137 H -3.75103 19.58437 -4.08738  C54 1.090
138 H -4.56179 17.84697 -17.44120  C63 1.090
139 H -1.08225 18.19785 -8.92488  C60 1.090
140 H -5.37171 19.28981 -3.83903  C54 1.090
141 H -1.85230 26.34655 -16.52506  C50 1.101
142 H -4.75645 20.98443 -4.34690  C54 1.090
143 H 1.36700 20.21388 -13.83542  C53 1.090
144 H -6.47960 20.12557 -18.96454  C46 1.101
145 H -1.73999 22.42286 -16.65331  C43 1.090
146 H -1.54453 23.49529 -9.80235  C38 1.101
147 H 3.05822 17.88847 -12.55133  C42 1.101
148 H -7.28801 16.21733 -10.01444  C34 1.090
149 H -5.84126 17.67340 -5.62732  C59 1.090
150 H -2.82154 16.10256 -11.99085  C37 1.090
151 H -8.02807 24.53030 -14.29534  C45 1.090
152 H -0.05778 17.48198 -10.20284  C60 1.090
153 H -6.45253 22.36894 -9.64720  C41 1.090
154 H -6.99827 19.58948 -10.31229  C57 1.101
155 H 0.44204 19.13760 -19.58822  C48 1.090
156 H -1.24606 21.08905 -12.47271  C55 1.090

Here are the Löwdin charges for atoms 1 to 99, given in e:
1. O -0.010
2. O -0.045
3. O -0.015
4. O -0.023
5. O -0.037
6. O -0.026
7. O -0.002
8. O -0.012
9. O 0.003
10. O -0.024
11. O 0.012
12. O -0.042
13. O -0.007
14. N -0.174
15. N -0.186
16. N -0.150
17. N -0.193
18. N -0.163
19. N -0.164
20. N -0.167
21. N -0.188
22. N -0.158
23. N -0.186
24. N -0.172
25. N -0.175
26. N -0.154
27. C -0.053
28. C -0.041
29. C -0.363
30. C -0.045
31. C -0.024
32. C -0.302
33. C -0.286
34. C -0.067
35. C -0.349
36. C -0.043
37. C -0.006
38. C -0.326
39. C -0.026
40. C -0.040
41. C -0.024
42. C -0.340
43. C -0.023
44. C -0.018
45. C -0.017
46. C -0.329
47. C -0.284
48. C -0.056
49. C -0.032
50. C -0.336
51. C -0.338
52. C -0.057
53. C -0.060
54. C -0.053
55. C -0.031
56. C -0.323
57. C -0.342
58. C -0.060
59. C -0.045
60. C -0.020
61. C -0.063
62. C -0.342
63. C -0.028
64. C -0.035
65. C -0.064
66. H 0.115
67. H 0.078
68. H 0.093
69. H 0.053
70. H 0.079
71. H 0.073
72. H 0.102
73. H 0.075
74. H 0.085
75. H 0.086
76. H 0.092
77. H 0.060
78. H 0.090
79. H 0.086
80. H 0.092
81. H 0.095
82. H 0.127
83. H 0.099
84. H 0.122
85. H 0.077
86. H 0.062
87. H 0.058
88. H 0.066
89. H 0.055
90. H 0.080
91. H 0.084
92. H 0.074
93. H 0.061
94. H 0.070
95. H 0.088
96. H 0.081
97. H 0.136
98. H 0.093
99. H 0.129